Record 1
{"formula": "C10H30F3O10V", "method": "the ωB97M-V functional and the def2-TZVPD basis", "multiplicity": 2, "charge": 1, "e_homo_ev": [-12.24, -12.24], "orbital_gap_ha": [0.2758, 0.1785], "symbols": ["O", "H", "H", "H", "H", "H", "H", "O", "C", "C", "H", "F", "H", "H", "H", "C", "H", "C", "H", "H", "O", "H", "H", "H", "O", "H", "V", "H", "F", "H", "O", "C", "C", "H", "H", "O", "H", "H", "H", "O", "O", "O", "F", "C", "H", "C", "C", "H", "H", "H", "H", "O", "H", "C"], "xyz": [[19.71, -2.43, -27.08], [23.17, -3.48, -29.62], [24.98, -0.65, -28.10], [17.84, 0.50, -25.41], [25.60, -1.58, -26.67], [16.41, -0.46, -25.69], [18.22, -1.04, -27.46], [24.58, 1.20, -24.42], [25.86, -1.02, -27.56], [24.11, -0.13, -24.54], [16.59, -1.54, -23.44], [17.57, -3.68, -28.42], [23.43, -0.26, -25.38], [17.78, -0.26, -23.03], [27.19, -1.06, -29.01], [21.07, 2.60, -27.21], [22.71, -4.90, -27.75], [23.66, -1.06, -31.18], [20.04, -3.70, -30.51], [16.12, 0.08, -23.49], [26.82, -1.68, -28.38], [20.00, 3.83, -26.22], [18.94, -1.22, -31.27], [21.99, 2.55, -27.79], [20.20, -0.15, -29.12], [18.02, -2.54, -30.68], [21.13, -1.41, -28.77], [24.91, -0.84, -24.69], [16.04, -2.38, -27.59], [19.02, -2.71, -32.21], [22.49, -3.25, -28.99], [17.38, -0.46, -25.19], [18.95, -2.30, -31.20], [21.90, -0.38, -31.50], [23.61, -1.91, -31.86], [18.24, -1.56, -25.54], [23.90, 1.79, -24.11], [20.22, 2.19, -27.76], [21.14, 2.06, -26.27], [22.39, -0.68, -30.73], [20.70, 3.96, -26.87], [20.04, -2.75, -30.38], [16.97, -3.87, -26.39], [16.98, -0.56, -23.71], [23.56, -0.32, -23.62], [22.92, -3.83, -27.79], [17.23, -3.02, -27.31], [26.33, -0.11, -27.17], [23.99, -3.75, -27.62], [22.42, -3.37, -26.93], [24.25, -1.39, -30.32], [22.24, -0.87, -27.76], [24.15, -0.20, -31.61], [18.36, -1.97, -26.92]], "lowdin_spin": [0.858, 0.000, 0.000, 0.000, 0.000, 0.000, 0.009, 0.000, 0.000, 0.000, 0.000, 0.004, 0.000, 0.000, 0.000, 0.000, 0.000, 0.000, 0.000, 0.001, 0.000, 0.000, 0.000, 0.000, 0.011, 0.000, -0.033, 0.000, 0.007, 0.000, 0.000, 0.004, 0.000, 0.000, 0.000, 0.019, 0.000, 0.000, 0.000, 0.001, 0.000, 0.001, 0.010, 0.003, 0.000, 0.000, 0.031, 0.000, 0.000, -0.001, 0.000, 0.025, 0.000, 0.049]}

---

Record 2
{"formula": "C5H13NO", "method": "the ωB97M-V functional and the def2-TZVPD basis", "multiplicity": 1, "charge": 0, "smiles": "C/C=C/CCN.O", "e_above_lowest_kcal_mol": 25.6, "e_homo_ev": -9.44, "orbital_gap_ha": 0.3831, "symbols": ["C", "O", "H", "C", "H", "H", "H", "C", "H", "H", "H", "H", "C", "H", "H", "H", "H", "C", "H", "N"], "xyz": [[-0.45, -0.66, 1.36], [1.31, 2.20, 2.50], [1.70, 1.28, -2.66], [-0.24, -1.03, -1.16], [0.60, -0.39, 1.42], [-0.01, 1.20, -3.09], [-1.69, -1.90, 0.12], [0.49, 0.06, -1.35], [1.08, -0.18, -3.39], [0.84, 0.63, -0.49], [-2.22, 0.28, 1.53], [1.93, 1.61, 2.94], [-0.65, -1.59, 0.18], [-0.59, -1.63, -2.00], [-0.72, -1.16, 2.30], [-0.09, -2.52, 0.37], [-1.31, 0.89, 0.35], [0.83, 0.63, -2.70], [0.48, 1.71, 2.44], [-1.28, 0.59, 1.32]], "mulliken_charge": [-0.955, -0.666, 0.348, -0.341, 0.316, 0.254, 0.358, 0.056, 0.320, 0.370, 0.266, 0.307, -0.506, 0.309, 0.454, 0.314, 0.267, -1.259, 0.353, -0.565]}

---

Record 3
{"formula": "C6H15NO2", "method": "the ωB97M-V functional and the def2-TZVPD basis", "multiplicity": 1, "charge": 0, "smiles": "CC(C)OC[C@H](O)CN", "e_above_lowest_kcal_mol": 34.7, "e_homo_ev": -9.00, "orbital_gap_ha": 0.3667, "symbols": ["H", "O", "H", "H", "H", "C", "H", "H", "C", "H", "H", "C", "H", "N", "C", "H", "H", "H", "H", "H", "C", "C", "O", "H"], "xyz": [[1.47, 1.22, -0.54], [0.21, -0.59, 0.72], [0.47, 2.32, 0.42], [-0.95, -1.46, -3.04], [-0.66, 1.44, 2.43], [0.94, 0.43, 1.38], [0.92, 1.57, 3.21], [2.16, 2.12, 0.83], [-1.07, -0.25, 0.22], [-0.16, -2.41, -0.12], [-1.82, -0.40, 1.01], [1.28, 1.60, 0.46], [1.15, -1.24, -1.76], [0.68, -0.42, -2.12], [-0.74, -0.69, -2.27], [1.87, -0.09, 1.65], [-1.10, 0.78, -0.12], [-1.23, 0.24, -2.57], [-2.45, -1.23, -1.11], [1.09, -0.20, -3.03], [0.25, 0.90, 2.66], [-1.37, -1.19, -0.96], [-0.96, -2.50, -0.66], [0.01, 0.05, 3.30]], "mulliken_charge": [0.321, -0.398, 0.307, 0.360, 0.304, 0.398, 0.445, 0.449, -0.438, 0.413, 0.378, -1.318, 0.161, -0.417, -0.803, 0.275, 0.319, 0.384, 0.406, 0.233, -1.399, -0.138, -0.597, 0.353]}

---

Number 1: molecular weight 418.3 g mol⁻¹. Number 2: molecular weight 103.2 g mol⁻¹. Number 3: molecular weight 133.2 g mol⁻¹.